Entry 1:
Entry from the Open Molecules 2025 dataset: a structure of composition C5H11NO (wB97M-V/def2-TZVPD).

Each line ends with the Mulliken charge.
Positions of all 18 atoms, in Å:
C1 2.91039 0.53600 -0.18882  -0.88
N1 1.50470 0.24300 -0.43658  -0.40
C2 0.70469 -0.13111 0.51803  0.39
O1 0.59931 -0.40524 1.67480  -0.55
C3 -0.95371 -0.17572 -0.40767  0.49
C4 -1.58143 -1.49403 0.01472  -1.32
C5 -1.61269 1.05876 0.19823  -1.37
H1 3.13777 1.53831 -0.56587  0.29
H2 3.54971 -0.18069 -0.71416  0.28
H3 3.14452 0.50175 0.87983  0.31
H4 0.24731 -0.03100 -0.91896  0.28
H5 -1.07902 -0.09411 -1.51180  0.39
H6 -1.46287 -1.62887 1.09485  0.30
H7 -1.12151 -2.34934 -0.49130  0.33
H8 -2.65339 -1.49704 -0.21648  0.39
H9 -2.66883 1.12252 -0.08627  0.40
H10 -1.55443 1.01254 1.29070  0.31
H11 -1.11055 1.97427 -0.13326  0.35

Charge: 0
HOMO energy in eV: -9.61
Orbital gap in hartree: 0.3875

***

Entry 2:
Entry from the Open Molecules 2025 dataset: a cluster of 8 separate species, C27H72ClN10O15 in total at a distorted geometry (wB97M-V/def2-TZVPD).

Each line ends with the Mulliken charge.
Positions of all 125 atoms, in Å:
Cl1 1.05320 1.59037 0.50159  1.63
O1 0.15057 2.20693 1.49206  -0.81
O2 2.42405 1.73940 0.89324  -0.73
O3 0.71548 0.19770 0.42456  -0.28
O4 0.92507 2.27655 -0.73293  -0.62
C1 3.05850 1.79851 4.65235  0.56
O5 3.67205 0.72143 4.82695  -0.61
N1 1.81806 1.93824 4.40642  -0.02
N2 3.62919 3.02328 4.65189  -0.45
H1 1.47695 2.81386 4.03624  0.18
H2 1.25021 1.10554 4.34122  -0.14
H3 4.63914 3.01247 4.65117  0.25
H4 3.05484 3.84529 4.53144  0.14
C2 2.97909 -1.52903 -2.99999  0.60
O6 3.73716 -2.19257 -3.66183  -0.72
N3 1.83089 -1.05625 -3.44749  -0.19
N4 3.10083 -1.24022 -1.73217  -0.19
H5 1.09307 -0.80649 -2.80457  0.07
H6 1.55426 -1.13889 -4.41535  0.18
H7 3.79997 -1.76317 -1.22441  0.09
H8 2.49136 -0.56757 -1.28922  0.12
C3 -0.53193 -0.34911 4.64587  0.83
O7 0.63154 -0.59279 4.31884  -0.83
N5 -1.01553 -0.65437 5.82829  -0.48
N6 -1.45997 0.26978 3.91712  -0.31
H9 -0.31775 -1.03827 6.44944  0.29
H10 -1.94452 -0.40994 6.14027  0.14
H11 -2.34994 0.47922 4.34629  0.12
H12 -1.11084 0.83259 3.15459  0.14
C4 -2.83335 1.22219 0.48266  -0.30
O8 -4.07704 0.89171 -0.10689  -0.50
C5 -4.43150 -0.51299 -0.13031  -0.06
C6 -5.43655 -0.80196 -1.27429  -0.97
N7 -5.00855 -0.19837 -2.58074  -0.33
C7 -4.19551 -1.06808 -3.38970  -0.58
C8 -2.70149 -0.73767 -3.12665  -0.03
O9 -2.38932 0.54099 -3.70787  -0.39
C9 -1.00142 0.86722 -3.61608  -0.27
H13 -2.76452 2.29152 0.68243  0.33
H14 -1.95867 1.03153 -0.13917  0.05
H15 -2.79664 0.81837 1.49443  0.17
H16 -4.93659 -0.72151 0.81283  0.52
H17 -3.58106 -1.19400 -0.09770  -0.05
H18 -6.44275 -0.45016 -1.04647  0.31
H19 -5.63110 -1.87029 -1.36878  0.38
H20 -4.48139 0.60854 -2.27890  0.40
H21 -4.30002 -0.99450 -4.47218  0.37
H22 -4.42856 -2.13151 -3.33566  0.01
H23 -2.16211 -1.55734 -3.60133  0.50
H24 -2.54111 -0.79269 -2.04992  -0.07
H25 -0.52014 0.18149 -4.31339  0.28
H26 -0.67343 0.65808 -2.59785  -0.15
H27 -0.69165 1.85459 -3.95848  0.31
C10 -2.94638 -5.43057 -3.73825  -0.77
O10 -1.83727 -5.19391 -2.92475  -0.19
C11 -0.61614 -5.71313 -3.33709  -0.88
C12 0.50116 -4.99351 -2.57544  -0.07
N8 0.60398 -5.50497 -1.18976  -0.49
C13 1.61301 -4.68406 -0.46117  -1.02
C14 0.98862 -3.39634 0.06529  1.62
O11 -0.02154 -3.79622 0.98349  -0.58
C15 -0.61367 -2.73189 1.67801  0.02
H28 -2.73840 -5.35248 -4.80537  0.34
H29 -3.71270 -4.72649 -3.41403  0.13
H30 -3.43128 -6.40323 -3.65514  0.32
H31 -0.43676 -5.26733 -4.31545  0.46
H32 -0.55029 -6.80013 -3.29032  0.31
H33 0.21277 -3.94276 -2.54615  0.05
H34 1.44179 -5.10216 -3.11535  0.46
H35 -0.23428 -5.14056 -0.76009  0.32
H36 2.46968 -4.43230 -1.08634  0.41
H37 1.92284 -5.32320 0.36563  0.33
H38 0.68209 -2.76680 -0.77006  0.02
H39 1.76382 -2.81570 0.56531  -0.99
H40 0.12505 -2.07005 2.13008  -0.21
H41 -1.28051 -3.07416 2.46939  0.36
H42 -1.20089 -2.10510 1.00688  0.03
C16 7.07785 -1.28097 3.50545  -0.83
O12 5.63362 -1.32684 3.66345  -0.18
C17 4.97559 -1.71821 2.43783  -1.07
C18 3.48106 -1.36988 2.56541  1.35
N9 3.00045 -1.92971 3.85100  -0.08
C19 2.84707 -3.41073 3.84691  -0.28
C20 1.58472 -3.92153 4.58737  -0.29
O13 1.87635 -3.96265 6.00551  -0.32
C21 0.82897 -4.51039 6.78301  -0.84
H43 7.56760 -1.18438 4.47443  0.22
H44 7.23513 -0.42132 2.85402  0.31
H45 7.40201 -2.20959 3.03567  0.30
H46 5.08814 -2.79963 2.51515  0.32
H47 5.45541 -1.25971 1.57316  0.58
H48 2.82309 -1.62154 1.73364  -0.89
H49 3.39596 -0.28767 2.66381  -0.05
H50 2.04197 -1.61142 3.86117  0.08
H51 3.73229 -4.00192 4.08137  0.31
H52 2.65602 -3.71374 2.81745  0.06
H53 1.28791 -4.87811 4.15731  0.53
H54 0.70459 -3.30979 4.38927  0.04
H55 0.58964 -5.55717 6.59572  0.31
H56 -0.10548 -3.95934 6.67690  0.27
H57 1.08068 -4.29523 7.82149  0.30
C22 -1.42174 8.50100 -0.32199  -0.79
O14 -0.65415 7.66675 -1.17705  -0.34
C23 -0.91934 6.32842 -0.88652  -0.63
C24 -0.26740 5.42163 -1.86756  -0.32
N10 -0.41827 5.84085 -3.28966  -0.43
C25 -1.74161 5.37935 -3.75960  -0.30
C26 -2.02160 5.73027 -5.22330  -0.76
O15 -2.10598 7.10716 -5.37930  -0.25
C27 -2.39038 7.63184 -6.66756  -0.83
H58 -1.20788 8.39487 0.74154  0.30
H59 -2.48215 8.37308 -0.53936  0.34
H60 -1.07258 9.49470 -0.60262  0.26
H61 -2.00304 6.21676 -0.92141  0.32
H62 -0.55636 6.01864 0.09348  0.49
H63 -0.52733 4.38601 -1.64843  0.08
H64 0.79979 5.24444 -1.73419  0.28
H65 -0.48136 6.84777 -3.24251  0.37
H66 -2.47991 5.93808 -3.18442  0.22
H67 -1.81001 4.30519 -3.58754  0.30
H68 -2.97750 5.33451 -5.56642  0.39
H69 -1.34407 5.34043 -5.98297  0.41
H70 -2.51735 8.71379 -6.63063  0.25
H71 -3.19294 7.17529 -7.24683  0.31
H72 -1.54231 7.46948 -7.33278  0.33

Charge: -1
HOMO energy in eV: -5.38
Orbital gap in hartree: 0.2726

***

Entry 3:
Entry from the Open Molecules 2025 dataset: an isolated molecule of C4H8N2O (wB97M-V/def2-TZVPD).

Each line ends with the Mulliken charge.
Positions of all 15 atoms, in Å:
C1 0.80089 -1.68486 0.15520  -1.42
C2 0.68613 -0.25258 -0.29206  0.53
C3 -0.65027 0.74710 0.02604  0.68
N1 -1.59995 0.60287 1.06431  -0.57
C4 -0.44666 0.06835 -1.17860  -0.35
O1 1.89387 0.38793 -0.23284  -0.61
N2 -0.10383 1.99587 -0.34823  -0.75
H1 1.66287 1.34193 -0.32559  0.40
H2 -1.50197 1.35510 1.73756  0.26
H3 -1.54747 -0.29285 1.53447  0.27
H4 -0.68228 2.39441 -1.08845  0.19
H5 -1.04567 -0.52394 -1.87626  0.33
H6 -0.14247 -2.22374 0.05635  0.34
H7 1.56463 -2.19774 -0.43430  0.38
H8 1.11217 -1.71782 1.20239  0.31

Charge: 0
HOMO energy (spin up / spin down) in eV: -7.91 / -7.91
Orbital gap (spin up / spin down) in hartree: 0.2685 / 0.2685

***

Energy relative to the best compared isomer or geometry (same formula, charge and spin) across the listed records, respectively: 367.49; 0.00; 565.17 kJ/mol.
DFT total energy across the listed records, respectively: -326.991378; -3207.932885; -341.788381 Ha.